1.
Formula: C18H27N5O7
Source: the OMol25 dataset
Level of theory: the ωB97M-V functional and the def2-TZVPD basis

The geometry in XYZ format:
```
57
Properties=species:S:1:pos:R:3:forces:R:3
C -4.32716 3.17627 0.56364 0.1 -0.5 -0.1
C -3.56802 2.16122 1.02498 0.0 0.7 -0.3
C -2.76582 2.24281 2.30651 0.9 0.3 -1.2
C -1.27235 2.60017 2.18251 -0.1 0.3 0.2
N -0.93759 3.57586 1.10219 -0.2 -0.9 -0.2
C -0.61831 2.72958 0.02303 0.3 0.3 0.1
N -0.93329 3.09933 -1.18726 0.5 0.0 0.1
N -0.03812 1.54729 0.39175 -2.2 0.2 -0.5
C -0.61932 0.48021 -0.49885 0.6 -0.7 -0.3
O -0.27147 -0.79350 -0.01193 0.4 0.6 0.1
N -1.45325 -1.70542 -0.11407 -0.4 -0.3 0.1
O -2.04044 -1.72071 0.86998 0.1 0.0 0.0
C -0.36171 1.40182 1.84071 0.7 0.1 1.5
C 0.87603 1.37875 2.76914 0.5 -0.1 -0.2
C 1.12699 -0.01097 3.29724 0.2 0.1 -0.1
O 1.01389 -0.29640 4.45297 -0.1 -0.1 0.3
H -5.32381 2.96427 0.18750 0.5 0.0 -1.3
H -3.99764 4.21105 0.55907 -0.5 0.2 1.4
H -3.52782 1.25019 0.43136 -1.0 -0.6 0.8
H -3.24754 2.94257 2.98190 0.0 0.0 0.0
H -2.80752 1.24824 2.75484 -0.1 0.1 0.2
H -1.02858 3.12465 3.10334 0.4 -0.5 0.2
H -0.00615 3.92551 1.34747 -0.3 0.7 0.1
H -0.45297 2.78544 -2.04560 -0.5 -0.7 -0.1
H -1.69257 3.75883 -1.26782 0.3 0.4 0.1
H -0.23501 0.63756 -1.50360 0.1 0.0 0.0
H -1.70895 0.57874 -0.53829 0.0 0.1 0.2
H -0.87484 0.46205 2.03835 -0.2 0.0 -0.6
H 1.79106 1.67352 2.24594 -0.1 0.1 -0.2
H 0.76102 2.02278 3.63909 -0.1 0.1 -0.1
H 1.43975 -0.76079 2.54989 -0.1 -0.1 -0.1
C 0.67288 0.12708 -4.95240 0.0 0.0 0.1
C 1.02779 -0.11889 -6.22164 0.0 0.0 0.0
C 0.94089 0.92508 -7.25934 0.0 0.0 0.0
O 1.25993 0.70832 -8.41521 0.0 0.0 -0.1
C 0.44703 2.24758 -6.82980 0.0 0.0 0.0
C 0.09538 2.48189 -5.55814 0.0 0.0 0.1
C 0.18707 1.43900 -4.54173 0.0 0.0 -0.1
O -0.13897 1.65624 -3.35879 0.1 0.1 0.1
H 0.73110 -0.63059 -4.18070 0.0 0.0 0.0
H 1.39137 -1.08616 -6.54299 0.0 0.0 0.0
H 0.38622 3.00887 -7.59663 0.0 0.0 0.0
H -0.26939 3.44783 -5.23072 0.0 0.0 0.0
C 2.55058 -5.38314 2.00334 0.0 -0.1 -0.1
O 2.52426 -6.20486 2.88362 0.1 0.1 0.0
N 2.11138 -4.10441 2.14891 0.0 0.1 -0.2
C 2.15095 -3.15576 1.06173 -0.1 -0.1 0.4
C 1.58978 -3.72063 3.44999 0.0 -0.2 -0.1
H 2.93112 -5.59990 0.98761 0.0 0.0 0.0
H 2.77778 -2.29651 1.32461 0.0 0.0 -0.1
H 1.14517 -2.79628 0.83082 0.0 0.1 -0.1
H 2.56619 -3.63207 0.17568 0.0 0.0 0.0
H 2.35361 -3.84839 4.21693 0.0 0.0 0.0
H 0.74250 -4.35304 3.71731 0.0 0.0 0.1
H 1.27205 -2.68339 3.42831 0.0 0.0 0.0
O 2.63397 -8.90909 4.75280 0.1 0.0 0.0
H 3.02088 -8.20969 4.21045 -0.1 0.0 0.0
```
Forces are in eV/Å.

Properties
Charge ... 0

***

2.
Formula: C24H27Cl7N3OPSSbSe4Ta
Source: the OMol25 dataset
Level of theory: the ωB97M-V functional and the def2-TZVPD basis

The geometry in XYZ format:
```
70
Properties=species:S:1:pos:R:3:forces:R:3
Ta 0.24807 0.71704 -0.02915 -1.5 -0.9 -1.4
Cl 0.14379 -0.47387 2.53191 0.2 0.0 0.1
C 0.28757 -1.92736 1.57070 0.1 -0.1 0.2
C 1.25918 -2.84992 1.92415 -0.1 0.0 0.0
C 1.31014 -4.04546 1.23461 -0.1 0.0 -0.1
C 0.39333 -4.29728 0.21968 0.1 0.0 0.0
C -0.53279 -3.33813 -0.13587 -0.3 0.1 -0.1
Cl -1.68825 -3.72382 -1.36934 0.1 0.0 -0.1
C -0.61552 -2.09848 0.51573 0.3 -0.2 0.2
S -1.72691 -0.79949 0.13594 0.0 0.1 0.1
H 1.94128 -2.63270 2.73365 0.0 0.0 0.0
H 2.04662 -4.79199 1.49849 0.0 0.0 0.0
H 0.38918 -5.24297 -0.30352 0.0 0.0 0.0
Se 2.61493 0.36629 0.29223 0.0 0.5 0.3
Sb 2.10672 3.05511 -0.37622 0.8 1.2 0.6
Se -0.04356 2.46326 -1.81281 0.1 -0.1 0.3
Se -1.24090 2.54733 1.14537 0.5 -0.2 -0.2
Se 3.87510 3.83233 -1.72116 0.1 -0.2 -0.3
O 0.52789 -0.43081 -1.73981 -0.3 -0.4 0.0
P 0.55442 -1.03105 -3.13642 0.2 0.1 -0.1
N 1.35500 -2.46940 -2.98597 -0.1 -0.1 0.1
C 1.31336 -3.47099 -4.05344 0.0 0.0 0.0
C 2.15919 -4.62507 -3.50173 0.0 0.0 0.0
C 3.08458 -3.98839 -2.44456 -0.1 0.0 0.0
C 2.72502 -2.50051 -2.44385 0.0 0.0 0.1
N -0.93066 -1.27881 -3.75810 -0.1 0.0 0.1
C -2.15979 -0.60539 -3.31557 0.0 -0.1 0.0
C -2.72892 -0.01928 -4.60437 0.0 0.0 0.0
C -2.30684 -1.00731 -5.70507 0.0 0.0 0.0
C -1.20916 -1.88271 -5.06660 0.0 -0.1 0.0
N 1.34088 -0.10286 -4.23754 0.0 0.1 0.0
C 0.63477 0.79034 -5.18734 0.0 -0.1 0.0
C 1.75576 1.63395 -5.78311 0.0 0.0 0.0
C 2.70742 1.79487 -4.60473 0.0 0.0 -0.1
C 2.71820 0.40003 -3.99472 0.0 0.0 -0.1
H 1.75556 -3.07989 -4.98057 0.0 0.0 0.0
H 0.28701 -3.77072 -4.25435 0.1 0.0 0.0
H 2.71493 -5.11468 -4.30003 0.0 0.0 0.0
H 1.51219 -5.37500 -3.04785 0.0 0.0 0.0
H 4.13971 -4.13185 -2.67322 0.0 0.0 0.0
H 2.90350 -4.42088 -1.46533 0.0 -0.1 0.1
H 3.41459 -1.96492 -3.09928 0.1 0.1 0.0
H 2.75620 -2.03471 -1.45921 0.0 0.0 0.0
H -1.94525 0.14674 -2.56754 0.0 0.1 0.1
H -2.83672 -1.34125 -2.87373 0.0 0.0 0.0
H -2.28621 0.96136 -4.78080 0.0 0.0 0.0
H -3.80881 0.11027 -4.54666 0.0 0.0 0.0
H -1.93855 -0.48484 -6.58676 0.0 0.0 0.0
H -3.13956 -1.63208 -6.02594 0.0 0.0 0.0
H -0.30170 -1.94632 -5.66786 0.0 0.0 0.0
H -1.58362 -2.90047 -4.92136 0.0 0.0 0.0
H -0.08432 1.42340 -4.66508 0.0 0.0 0.0
H 0.10930 0.20935 -5.94709 0.0 0.0 0.1
H 1.38663 2.58179 -6.17368 0.0 0.0 0.0
H 2.23993 1.09174 -6.59916 0.0 0.0 0.0
H 2.29943 2.50511 -3.88925 0.0 0.1 0.1
H 3.70466 2.13667 -4.87519 0.0 0.0 0.0
H 2.95601 0.41358 -2.92993 0.0 0.0 0.1
H 3.44078 -0.23791 -4.50956 0.0 0.0 0.0
Cl -3.99053 1.21618 2.20318 0.0 0.0 0.0
C -2.74167 1.46505 3.36280 0.0 0.0 0.0
C -1.52528 2.02363 2.96794 0.0 -0.1 0.3
C -0.54766 2.21984 3.94951 -0.1 0.0 -0.1
Cl 0.97509 2.90351 3.52095 0.0 0.0 0.0
C -0.76585 1.85150 5.27536 0.0 0.0 0.0
Cl 0.45721 2.08844 6.45938 0.0 0.0 0.0
C -1.98329 1.28344 5.64395 0.1 0.0 0.0
Cl -2.25832 0.82464 7.27567 0.0 0.0 0.0
C -2.97457 1.09363 4.68652 0.0 0.0 -0.1
Cl -4.47829 0.39836 5.14380 0.0 0.0 0.0
```
Forces are in eV/Å.

Properties
Charge ... 0

***

3.
Formula: C43H93N2O10S2
Source: the OMol25 dataset
Level of theory: the ωB97M-V functional and the def2-TZVPD basis

The geometry in XYZ format:
```
150
Properties=species:S:1:pos:R:3:forces:R:3
C -0.06642 0.88469 10.57166 0.0 -0.1 0.0
C 0.25072 1.35646 9.15702 0.0 0.1 0.0
C 1.15618 0.38086 8.40124 0.0 -0.1 0.0
C 0.38412 -0.79899 7.80015 -0.1 0.1 0.1
C -0.19883 -0.50690 6.40405 -0.1 -0.1 0.0
C 0.45098 -1.36920 5.32587 -0.1 0.2 0.0
C -0.12096 -1.14583 3.92419 0.0 -0.1 0.0
C 0.87986 -1.30758 2.78633 0.1 0.1 0.1
N 1.41367 -2.66873 2.63501 0.4 0.5 -0.7
C 2.65712 -2.98008 3.38442 -0.2 -0.4 0.3
C 2.48836 -4.08028 4.42421 0.0 0.0 0.0
C 3.72943 -4.19500 5.31348 0.1 0.1 0.0
C 3.62289 -3.30411 6.54906 0.0 0.0 0.0
C 4.90784 -3.19108 7.36070 0.0 -0.1 0.1
C 4.67063 -2.50701 8.71728 0.0 0.0 0.0
C 4.62790 -3.48043 9.90158 0.0 0.0 0.0
C 3.74799 -2.98531 11.04503 -0.1 0.1 0.0
C 1.44676 -3.14756 1.31406 -0.1 0.2 0.2
S 1.03785 -4.63538 0.88125 0.1 -0.2 0.0
S 1.97100 -1.99172 -0.00819 -0.1 -0.2 -0.1
C 3.66644 -1.53772 0.47574 -0.1 0.2 0.2
C 4.07332 -0.35737 -0.42622 -0.2 0.0 0.1
C 3.87716 0.97907 0.27265 0.1 0.0 0.0
N 2.42596 1.22000 0.58048 -0.1 -0.1 0.1
C 2.24392 2.11980 1.75605 0.1 0.2 0.0
C 0.76271 2.53124 1.89732 -0.1 0.1 0.0
O -0.09744 1.72183 1.12846 0.2 -0.3 0.1
C 0.17515 1.61796 -0.26909 0.0 0.1 -0.1
C -0.68282 2.53069 -1.13827 0.1 0.0 -0.4
C 1.66197 1.81785 -0.55467 -0.1 -0.2 0.0
H -0.72186 1.58223 11.09454 0.0 0.0 0.0
H -0.56486 -0.08790 10.56942 0.0 0.0 0.0
H 0.85181 0.78607 11.15594 0.0 0.0 0.0
H 0.73257 2.33642 9.20964 0.0 0.0 0.0
H -0.68251 1.49069 8.59744 0.1 0.1 0.0
H 1.92267 0.00788 9.08835 0.0 0.1 0.0
H 1.68059 0.91397 7.59952 0.0 -0.1 0.0
H -0.43140 -1.06312 8.47879 0.1 -0.1 0.0
H 1.03239 -1.67970 7.74861 0.0 0.0 -0.1
H -0.06203 0.55262 6.15401 0.0 0.0 0.0
H -1.27722 -0.69009 6.38855 0.0 0.0 0.0
H 0.30991 -2.41350 5.60935 0.2 0.0 0.0
H 1.52980 -1.16942 5.32713 0.0 0.0 0.0
H -0.54185 -0.13564 3.85117 0.1 0.0 0.0
H -0.94263 -1.84422 3.74619 0.0 0.1 0.0
H 1.70944 -0.59062 2.93852 0.0 0.0 0.0
H 0.38785 -1.02801 1.85572 -0.1 0.0 0.0
H 3.44065 -3.30339 2.69225 0.0 0.1 0.0
H 2.99551 -2.05400 3.86288 0.0 0.0 0.0
H 2.27480 -5.01803 3.90683 0.0 0.0 0.0
H 1.62282 -3.84733 5.04502 0.0 -0.1 -0.1
H 4.62443 -3.90574 4.74548 0.0 -0.1 0.0
H 3.88181 -5.23425 5.61332 0.0 0.1 0.1
H 2.82522 -3.69036 7.19604 0.0 0.0 0.0
H 3.30398 -2.29837 6.24476 0.0 0.0 0.1
H 5.66532 -2.65250 6.78325 -0.1 0.0 0.0
H 5.30207 -4.20020 7.52483 0.1 0.1 0.0
H 5.44777 -1.75986 8.89741 -0.1 0.0 0.1
H 3.71663 -1.96509 8.68156 0.1 0.0 -0.1
H 5.64436 -3.63496 10.27430 0.0 -0.1 -0.1
H 4.27159 -4.45594 9.55411 0.0 0.0 0.1
H 2.68963 -3.15042 10.82730 0.0 0.0 0.0
H 3.87640 -1.90959 11.19698 0.1 -0.1 0.1
H 3.97841 -3.48388 11.98699 0.0 0.0 0.0
H 4.33907 -2.38800 0.37787 -0.1 0.0 -0.1
H 3.67696 -1.23040 1.52510 0.1 0.0 0.0
H 3.46366 -0.36915 -1.33615 0.2 -0.1 -0.1
H 5.11192 -0.44432 -0.74454 0.0 0.1 0.1
H 4.21965 1.81881 -0.33360 0.0 0.0 0.0
H 4.41317 1.00550 1.22257 0.0 0.0 0.0
H 1.97671 0.30241 0.76685 0.1 0.1 0.1
H 2.64252 1.62060 2.63828 -0.1 -0.1 0.0
H 2.86697 2.99424 1.55728 0.0 0.0 0.0
H 0.63967 3.59361 1.66069 0.0 -0.1 -0.1
H 0.44856 2.39033 2.93043 0.0 0.0 0.0
H -0.04203 0.57343 -0.51080 -0.1 0.0 0.1
H -0.09976 3.32745 -1.60764 -0.1 0.1 0.1
H -1.11439 1.95496 -1.95823 0.0 0.0 0.0
H -1.50652 2.96885 -0.57671 0.1 -0.1 0.1
H 1.91805 1.30081 -1.47887 0.1 0.1 0.0
H 1.96780 2.86376 -0.62342 -0.1 0.0 0.0
C -3.89049 2.34485 -3.28741 0.1 0.0 0.1
O -4.15617 1.04906 -2.80449 -0.1 0.0 0.0
C -4.14030 0.88499 -1.40055 0.1 0.1 0.0
C -5.36839 0.16383 -0.87904 0.0 -0.1 0.0
O -6.59642 0.85413 -0.99474 0.0 0.0 0.0
C -7.13405 1.12824 -2.27900 -0.1 0.1 0.0
C -7.54235 -0.07371 -3.10479 0.0 0.0 -0.1
O -6.40800 -0.84064 -3.44510 0.1 0.0 0.0
C -6.50748 -2.24154 -3.33119 0.0 0.1 -0.1
H -2.82285 2.47589 -3.50130 0.0 0.1 0.0
H -4.44385 2.48474 -4.21643 0.0 0.0 0.0
H -4.20980 3.11538 -2.57847 0.0 0.0 0.0
H -4.03691 1.85378 -0.89691 -0.1 0.0 0.0
H -3.26954 0.26753 -1.13274 0.0 0.1 0.1
H -5.22481 0.04649 0.19881 0.0 0.0 0.0
H -5.41528 -0.83486 -1.31547 0.0 0.0 -0.1
H -6.46284 1.75791 -2.86654 0.1 -0.1 0.0
H -8.03810 1.70703 -2.07774 0.0 0.0 0.0
H -8.01058 0.31689 -4.01830 -0.1 -0.1 0.0
H -8.28859 -0.67900 -2.57892 0.1 0.0 0.1
H -7.21306 -2.54030 -2.55012 0.0 0.0 0.0
H -5.51235 -2.60554 -3.07144 0.0 -0.1 0.0
H -6.81005 -2.68869 -4.28366 -0.1 -0.1 0.1
C 0.50845 4.51343 -8.41889 0.0 0.1 -0.1
O 1.47605 4.74624 -7.41743 0.0 -0.2 0.1
C 1.10972 5.65876 -6.40666 0.0 0.2 -0.1
C 1.38649 5.12064 -5.01885 0.0 0.1 0.0
O 0.59229 4.01007 -4.62361 0.0 0.0 0.2
C 0.76959 2.75525 -5.25609 -0.1 -0.1 0.1
C 2.05928 2.03305 -4.92525 0.0 -0.2 0.0
O 3.20685 2.69002 -5.41098 -0.1 0.2 0.0
C 4.23691 2.90642 -4.48148 0.0 -0.1 0.0
H 0.60965 5.22048 -9.24759 0.0 0.0 0.0
H 0.66443 3.50548 -8.80272 0.0 0.0 0.0
H -0.50830 4.58523 -8.01968 0.0 0.0 0.0
H 0.05290 5.93501 -6.49031 0.0 -0.1 0.0
H 1.70193 6.57725 -6.51468 -0.1 0.0 0.0
H 1.10494 5.91340 -4.32099 0.1 0.0 0.0
H 2.45252 4.92501 -4.88878 0.0 -0.1 -0.1
H 0.62315 2.81275 -6.33483 0.1 0.1 0.0
H -0.03228 2.12952 -4.84969 0.0 0.1 -0.1
H 1.99436 1.03486 -5.37826 0.0 0.0 0.1
H 2.12912 1.89757 -3.83567 0.0 0.1 0.0
H 3.83548 3.12203 -3.48195 0.0 0.0 0.0
H 4.81195 3.76958 -4.81419 0.0 0.0 0.0
H 4.91164 2.04501 -4.41274 0.0 0.0 0.0
C -2.21025 0.40043 -5.34191 0.0 -0.1 0.0
O -2.62635 -0.83695 -5.86266 0.1 0.1 -0.2
C -4.03153 -1.02268 -5.93910 -0.1 0.0 0.2
C -4.49115 -1.49920 -7.29907 0.0 0.0 0.1
O -4.33510 -0.56450 -8.35232 -0.1 0.1 0.0
C -3.03865 -0.28052 -8.84726 0.0 0.0 -0.1
C -2.40418 -1.38073 -9.67260 0.1 0.0 -0.1
O -2.10630 -2.53240 -8.90922 -0.1 0.0 0.1
C -2.57758 -3.75160 -9.43767 0.0 0.0 -0.1
H -2.11445 0.36854 -4.24868 -0.1 0.0 0.0
H -1.23587 0.63518 -5.77547 0.0 -0.1 0.0
H -2.90897 1.20384 -5.59869 0.1 0.0 0.0
H -4.55720 -0.10187 -5.66774 0.0 0.0 0.0
H -4.32154 -1.78602 -5.20717 -0.1 0.1 0.0
H -5.57292 -1.63703 -7.21635 0.0 -0.1 0.0
H -4.04982 -2.46797 -7.53810 0.1 0.1 0.0
H -2.35906 0.04670 -8.05815 0.0 -0.1 0.1
H -3.18794 0.56047 -9.53006 0.0 0.0 0.0
H -1.47149 -0.97581 -10.08757 0.0 0.0 -0.1
H -3.05971 -1.63044 -10.51372 0.0 0.0 0.1
H -3.53921 -3.62506 -9.94491 0.0 0.0 0.0
H -2.71069 -4.44388 -8.60653 0.0 0.0 0.0
H -1.86440 -4.18887 -10.14436 0.0 0.0 0.0
```
Forces are in eV/Å.

Properties
Charge ... +1

***

Record order is preserved below.
Electronic energy: -1502.08670, -15034.36269, -3352.00162 hartree
Record order is preserved below.
Molar mass: 425.442, 1303.260, 862.355 g/mol